Below is a 2-piece molecular cluster, C4H11NO overall at a distorted geometry, with properties calculated with ωB97M-V/def2-TZVPD.

Element x y z (Å)
H (1.49107, -1.59164, -0.50197)
H (-0.44074, -2.57698, -1.40670)
H (1.36620, -2.58339, 0.92118)
H (-2.13025, 2.29830, 1.23839)
C (1.37023, -2.62280, -0.16600)
H (0.45022, 1.00365, -1.57274)
H (1.47973, 2.05240, -0.60132)
H (-0.59070, -3.35239, 0.18342)
O (-0.04351, 0.73161, 1.20010)
H (0.16702, -4.20404, -1.14551)
N (-1.54470, 2.27670, 0.41853)
C (-0.39208, 1.57084, 0.39874)
C (0.44312, 1.83108, -0.86439)
H (-1.83906, 2.79566, -0.38281)
H (2.28889, -3.12820, -0.46482)
H (0.17417, 2.70654, -1.46896)
C (0.04964, -3.22909, -0.68929)

## Properties
Calculated total energy (eV): -7864.2093
E_LUMO (eV): 0.82
Relative energy (zero: lowest compared OMol25 entry of this formula, charge and spin) (kJ/mol): 33.2

Mulliken atomic charge list, values in e, 8 entries: atom 1 (H): 0.109, atom 2 (H): 0.255, atom 3 (H): 0.240, atom 4 (H): 0.226, atom 5 (C): -0.638, atom 6 (H): 0.225, atom 7 (H): 0.263, atom 8 (H): 0.245